(1)
A 9-piece molecular cluster, C25H48BCl16F3N3O3 overall in a non-equilibrium geometry, computed with the ωB97M-V functional and the def2-TZVPD basis.

Its total charge is +1.

The geometry in XYZ format:
```
99
Properties=species:S:1:pos:R:3:forces:R:3:mulliken_charge:R:1
C 1.207788 3.067458 5.124231 1.830 -3.591 -6.252 -0.192
C 1.645385 2.518133 3.997210 -3.143 1.338 5.908 -0.329
N 1.863834 1.504914 2.909606 -1.314 2.707 1.358 0.323
C 3.143361 0.724313 2.989844 1.513 -1.038 0.707 -0.655
C 4.104070 0.854724 1.697184 0.531 0.383 -0.601 -0.766
C 4.881048 -0.494540 1.291569 1.475 -1.694 -0.714 0.819
F 6.215655 -0.560110 1.880686 -3.794 0.207 -1.484 -0.284
F 4.214882 -1.713122 1.655196 1.664 3.363 -0.867 -0.204
F 5.108945 -0.575362 -0.150032 -0.757 0.360 3.936 -0.302
C 0.899538 1.364256 1.978954 -0.949 -1.784 -2.527 -0.490
N 1.057556 0.390911 0.875474 -0.082 2.175 3.982 0.604
C 0.702780 -1.015670 1.294120 -0.284 -1.090 -1.021 -0.512
C 1.214996 -2.066047 0.155451 -0.476 -0.852 0.976 -0.113
C 1.717477 -3.474139 0.855246 -0.198 0.805 -1.240 -0.511
N -0.354934 2.160138 2.011998 3.831 -0.152 0.655 0.092
O -1.393784 1.412018 1.501135 -1.401 -1.006 -0.529 -0.179
B -0.282238 3.406398 1.153084 -0.749 3.703 -0.530 0.314
O 0.352435 3.493463 -0.145164 -0.158 -0.521 2.874 -0.515
O -0.963401 4.591556 1.688312 2.445 -2.526 -0.147 -0.458
H 0.695316 3.443619 6.098620 1.505 -0.574 -2.338 0.383
H 3.759878 1.125018 3.897248 -1.537 -0.566 -1.664 0.467
H 2.858884 -0.361622 3.272189 0.555 1.742 -0.817 0.361
H 3.555260 1.226747 0.738791 0.840 -0.921 1.857 0.276
H 4.929064 1.641756 1.947150 -1.439 -1.562 -0.551 0.417
H 0.566859 0.699236 0.005481 0.053 -0.269 1.140 0.078
H -0.449746 -1.070228 1.344196 1.786 -0.042 0.102 0.126
H 1.115280 -1.253957 2.342275 -0.438 0.430 -1.718 0.435
H 2.044519 -1.649742 -0.524365 -1.268 -0.356 1.235 0.255
H 0.307390 -2.309268 -0.510203 1.588 0.425 1.021 0.135
H 1.083222 -4.306082 0.342489 1.452 1.409 1.346 0.117
H 2.846973 -3.562605 0.587266 -2.089 -0.291 0.701 0.001
H 1.565347 -3.467942 1.997509 0.245 -0.095 -1.833 0.308
H -2.090002 1.268499 2.193618 1.016 0.596 -0.254 0.244
H 1.298782 3.768618 -0.071582 -1.138 -0.112 -0.289 0.318
H -0.749668 4.687709 2.658095 -0.721 -0.428 -1.303 0.289
Cl 6.517142 -3.645763 -3.175195 -0.074 -0.004 0.029 -0.141
C 6.414839 -2.085702 -4.029399 0.041 0.186 -0.109 -0.533
C 5.225809 -1.260621 -3.573784 0.298 0.150 0.075 0.027
Cl 3.674538 -1.977335 -4.079601 -0.057 -0.005 0.046 -0.178
H 6.376285 -2.288923 -5.101938 -0.082 -0.012 0.191 0.379
H 7.342025 -1.548052 -3.818438 -0.152 -0.003 0.032 0.293
H 5.273778 -0.264417 -4.019499 0.023 -0.151 -0.041 0.333
H 5.208151 -1.147182 -2.487830 -0.010 -0.158 -0.187 -0.128
Cl 2.177893 -6.280690 -0.667434 0.069 -0.241 -0.052 -0.043
C 1.421688 -7.849869 -1.045943 -0.120 -0.359 -0.134 -0.692
C -0.089875 -7.749824 -1.132011 0.115 -0.049 -0.272 -0.126
Cl -0.834214 -7.435880 0.456292 0.019 0.087 0.033 -0.202
H 1.735025 -8.568695 -0.285561 -0.074 0.200 -0.046 0.392
H 1.827666 -8.173458 -2.007207 -0.124 0.066 0.057 0.315
H -0.503426 -8.693651 -1.494272 0.123 0.072 0.069 0.367
H -0.402429 -6.956882 -1.815348 0.066 -0.053 0.144 0.006
Cl 8.325824 -6.897573 1.077678 -0.040 0.010 -0.024 -0.193
C 8.222448 -5.337872 0.223082 0.022 0.183 -0.090 -0.391
C 7.033272 -4.513396 0.678874 0.210 0.166 0.038 -0.561
Cl 5.483323 -5.231886 0.173257 -0.038 -0.016 0.032 -0.072
H 8.183154 -5.541253 -0.849463 -0.091 -0.002 0.184 0.238
H 9.149507 -4.799745 0.433484 -0.145 -0.014 0.037 0.366
H 7.080373 -3.517080 0.232800 0.041 -0.135 -0.051 0.216
H 7.015616 -4.399389 1.765111 0.001 -0.141 -0.158 0.386
Cl -2.713786 -1.385554 -3.597968 0.015 0.069 0.091 -0.165
C -2.834209 -0.868043 -1.898751 0.004 -0.037 0.032 -0.528
C -1.992871 0.361571 -1.615977 -0.609 0.173 0.057 -0.036
Cl -0.247189 0.008191 -1.700462 -0.298 0.040 -0.936 -0.128
H -2.541033 -1.709512 -1.266226 0.040 0.109 -0.123 0.282
H -3.887472 -0.650278 -1.707900 0.148 0.096 -0.003 0.404
H -2.194160 0.725455 -0.606158 0.064 -0.116 -0.117 -0.207
H -2.210872 1.169441 -2.317972 0.123 -0.206 0.009 0.459
Cl -0.096320 -6.918644 -5.165152 -0.037 -0.010 0.057 -0.191
C 0.756494 -5.355132 -5.226274 0.119 0.254 -0.021 -0.486
C 0.954369 -4.757884 -3.846091 0.318 -0.082 -0.194 0.413
Cl -0.583120 -4.229380 -3.115212 -0.031 -0.052 0.090 -0.163
H 0.189841 -4.685382 -5.877116 0.002 -0.132 0.162 0.333
H 1.726679 -5.541745 -5.692208 -0.068 0.017 0.149 0.349
H 1.593001 -3.874147 -3.912475 -0.102 -0.112 -0.041 -0.303
H 1.426909 -5.468061 -3.164747 -0.124 0.096 -0.094 0.045
Cl -3.885343 3.162023 3.633299 0.074 -0.254 0.033 -0.234
C -3.989619 4.737780 2.803786 -0.074 0.517 -0.201 -0.204
C -5.176848 5.555907 3.277926 0.177 0.121 0.090 -0.372
Cl -6.729009 4.847557 2.765714 0.082 -0.071 0.072 -0.211
H -4.032504 4.552239 1.728362 -0.036 -0.012 0.200 0.287
H -3.061804 5.270646 3.019300 -0.222 -0.005 -0.010 0.185
H -5.130808 6.559680 2.848700 0.084 -0.179 0.003 0.109
H -5.190550 5.651757 4.365981 -0.026 -0.120 -0.163 0.404
Cl -3.523370 8.108993 1.223477 0.090 -0.008 0.087 -0.200
C -4.751860 7.943532 -0.058135 -0.242 -0.038 -0.333 -0.351
C -5.563824 9.211876 -0.239178 0.057 -0.008 -0.146 -0.437
Cl -6.627796 9.532181 1.152953 0.076 -0.040 0.020 -0.177
H -5.388140 7.090726 0.190493 0.028 0.185 0.045 0.174
H -4.216377 7.710183 -0.981167 -0.038 0.107 0.102 0.371
H -6.209083 9.116531 -1.115375 0.081 -0.100 0.110 0.317
H -4.921406 10.083520 -0.382743 -0.055 -0.165 0.111 0.322
Cl -8.976603 5.596537 -1.144396 0.047 0.051 0.019 -0.194
C -9.184383 4.347858 0.109782 -0.045 -0.229 0.187 0.053
C -10.644222 4.117978 0.453126 0.058 -0.167 -0.079 -0.474
Cl -11.362921 5.510676 1.299664 0.031 0.000 -0.045 -0.175
H -8.607878 4.650264 0.986610 -0.217 0.056 -0.206 -0.152
H -8.746479 3.427913 -0.284466 -0.129 0.072 0.006 0.333
H -10.736552 3.259246 1.122009 0.098 0.104 -0.050 0.296
H -11.240854 3.919401 -0.439997 0.124 0.125 0.108 0.339
```
Forces are in eV/Å.


(2)
C25H48CaCl3N4O4Si as an isolated structure in a non-equilibrium geometry, computed with the ωB97M-V functional and the def2-TZVPD basis.

Its energy above the lowest of the compared OMol25 structures with the same formula, charge and spin is 122.4 kJ/mol. Its total charge is -1.

The geometry in XYZ format:
```
86
Properties=species:S:1:pos:R:3:forces:R:3:mulliken_charge:R:1
C 1.458391 -0.800214 -3.530899 0.034 -0.118 -0.064 -1.420
C 1.015491 0.626686 -3.506199 0.088 0.399 -0.249 0.330
H 1.182691 -1.324014 -4.442399 -0.047 -0.052 -0.123 0.403
H 1.048391 -1.339114 -2.678699 -0.092 -0.014 0.168 0.059
H 2.545291 -0.857414 -3.432499 0.062 0.044 0.027 0.306
C 0.556791 1.315786 -4.553299 0.125 -0.043 0.248 0.190
C 0.382291 0.839786 -5.955599 -0.078 -0.052 -0.241 -1.609
H 0.291091 2.355286 -4.393299 -0.013 0.085 0.004 0.352
H 0.615091 -0.213614 -6.084299 0.019 -0.093 0.019 0.375
H 1.021691 1.402486 -6.640299 0.057 0.030 -0.053 0.318
H -0.642809 0.998286 -6.300699 -0.086 -0.019 -0.031 0.284
Ca 0.010891 0.006086 0.368101 -0.805 -2.321 1.216 0.848
Cl 2.256391 0.279586 0.870601 4.458 0.990 -0.496 -0.710
Cl 0.284591 -2.217914 -0.240299 0.248 -4.002 -0.819 -0.757
C 0.408391 2.850186 1.123801 -1.220 -1.476 -0.121 -0.226
O -0.421309 1.924886 1.127401 0.260 4.461 0.531 -0.491
N 0.132691 4.088786 1.532801 -0.037 0.754 0.298 0.552
C -1.196509 4.464186 1.964501 0.247 -0.021 -0.100 -0.859
C 1.135391 5.130786 1.471401 -0.212 -0.105 0.009 -1.102
H 1.433891 2.684086 0.797801 0.198 -0.088 -0.055 0.280
H -1.812909 3.575086 2.017401 -0.033 -0.124 -0.024 0.128
H -1.637809 5.169986 1.259301 -0.064 0.074 -0.071 0.266
H -1.153809 4.935786 2.945901 0.004 0.058 0.112 0.325
H 2.064191 4.722986 1.087001 0.083 -0.088 -0.047 0.292
H 1.311891 5.549686 2.462601 0.032 0.061 0.106 0.358
H 0.813791 5.926686 0.801601 -0.022 0.113 -0.079 0.388
H -1.488009 -0.996314 -3.223999 0.159 0.023 -0.073 0.117
H -2.420909 1.285586 -3.764499 0.096 0.048 -0.091 0.144
C -2.288009 -1.148214 -2.503999 -0.020 0.168 0.042 -0.858
C -3.242209 1.049286 -3.087499 0.221 -0.130 0.158 -0.780
N -2.778109 0.144286 -2.058299 -0.352 -0.071 -0.326 0.277
H -1.888009 -1.695214 -1.659899 0.130 -0.073 0.138 0.203
C -2.594409 0.561586 -0.813599 0.551 -0.703 1.143 0.048
O -2.092209 -0.105214 0.107901 -3.156 0.600 -1.214 -0.727
H -3.605909 1.970386 -2.640899 -0.029 0.094 0.066 0.319
H -2.957809 1.581886 -0.631699 0.021 0.120 -0.019 0.339
H -3.100909 -1.702814 -2.972299 -0.120 -0.059 -0.059 0.417
H -4.050009 0.591486 -3.656599 -0.094 -0.058 -0.056 0.318
O 0.028191 0.716886 -1.366999 0.904 2.899 -5.872 0.300
C 1.091991 1.236286 -2.112599 -1.182 -0.485 0.166 -0.210
C -0.100709 3.460386 -1.969899 0.040 0.076 0.002 0.372
C 1.085091 2.747386 -2.108899 0.118 0.060 -0.177 -0.326
H -1.015009 2.904986 -1.823299 -0.060 -0.143 0.028 0.105
C -0.107509 4.847486 -2.003599 0.042 -0.004 0.004 -0.634
H 2.046091 0.919186 -1.676999 0.236 0.015 0.080 0.503
C 2.272091 3.458886 -2.255199 -0.051 0.095 -0.005 -0.004
H -1.043009 5.385586 -1.906999 -0.046 0.034 0.009 0.404
C 1.080991 5.547386 -2.163099 0.026 0.047 0.006 -0.556
C 2.274391 4.845986 -2.280299 -0.022 0.019 -0.006 -0.737
H 3.203491 2.914486 -2.351699 0.025 -0.055 0.018 0.444
H 1.079491 6.629786 -2.190599 0.002 0.052 0.004 0.384
H 3.207991 5.381786 -2.395599 0.046 0.039 -0.002 0.362
Si 0.406591 -7.446314 -0.544799 0.176 0.596 0.103 0.505
Cl 0.659291 -7.455314 -2.631599 -0.045 -0.123 0.162 -0.356
C -1.407509 -7.158414 -0.208999 0.059 -0.128 -0.073 -0.921
C 1.460491 -6.062414 0.133901 -0.152 -0.339 -0.169 -0.698
C 0.967191 -9.111414 0.087401 -0.072 -0.054 -0.075 -0.941
H -1.740509 -6.208314 -0.622999 0.091 0.108 -0.018 0.284
H -1.603009 -7.141914 0.863801 0.043 0.019 0.084 0.315
H -2.020109 -7.944214 -0.647299 -0.045 -0.119 -0.054 0.276
H 0.379391 -9.917814 -0.347599 -0.071 -0.075 -0.052 0.266
H 0.860991 -9.167714 1.171201 -0.025 0.054 0.086 0.323
H 2.012491 -9.294714 -0.155099 0.089 0.043 -0.041 0.256
H 1.158591 -5.099114 -0.273399 -0.103 0.190 0.006 0.112
H 2.511291 -6.210414 -0.108499 0.104 -0.066 -0.043 0.276
H 1.372791 -6.008314 1.219601 -0.054 0.016 0.075 0.290
C -2.409409 0.212886 3.263201 -0.055 -0.095 -0.964 -0.615
N -1.273609 0.120386 4.187801 -0.014 0.142 0.966 0.232
C -1.621609 0.140786 5.599101 -0.070 -0.015 0.446 -1.110
C 0.010891 0.006086 3.639001 -0.350 -0.379 -2.186 0.289
O 0.010891 0.006086 2.368101 0.302 -0.953 7.870 -0.416
N 1.197391 -0.136314 4.388801 -2.164 0.126 1.015 0.219
C 1.367291 -0.189214 5.846901 0.844 -0.025 0.248 -1.151
C 2.478691 -0.254114 3.725101 0.921 -0.039 -0.414 -1.173
H -3.393509 0.287386 3.772601 0.897 -0.087 0.216 0.385
H -2.449409 -0.695314 2.627301 0.069 0.728 0.083 0.169
H -2.312909 1.115686 2.628501 0.033 -0.691 0.052 -0.021
H -1.362309 -0.831914 6.067901 0.116 0.748 0.139 0.339
H -1.175109 1.032686 6.087101 -0.035 -0.758 0.129 0.329
H -2.712609 0.245086 5.775101 0.615 -0.033 -0.618 0.325
H 1.844291 -1.154114 6.125901 -0.069 0.525 -0.232 0.336
H 2.041991 0.636686 6.163101 -0.139 -0.491 -0.231 0.357
H 0.522491 -0.103314 6.505801 -0.566 0.055 -0.429 0.403
H 2.471791 -1.129914 3.043901 0.054 1.056 -0.014 0.325
H 2.722391 0.718086 3.258301 -0.109 -0.970 -0.340 0.276
H 3.323191 -0.429314 4.430301 -0.967 -0.026 0.147 0.411
```
Forces are in eV/Å.


Calculated values (eV) of calculated total energy for the records, taken in order: -246494.5116; -104743.6688.